DFT (ωB97M-V/def2-TZVPD) results for 7 unconnected molecules or ions with the total composition C21H48FO18P3 in a non-equilibrium geometry.

```
91
Properties=species:S:1:pos:R:3:forces:R:3:lowdin_charge:R:1
O -16.0908 -9.6433 -10.1869 -1.823 1.179 0.965 0.137
C -17.0198 -9.2414 -9.5173 0.799 -1.667 -0.176 -0.511
O -18.3434 -9.3563 -9.8466 0.657 0.023 -0.163 0.047
C -19.1085 -8.6494 -8.8604 0.464 0.716 0.436 -0.034
C -18.2005 -8.7723 -7.6172 0.487 1.002 -0.042 -0.290
F -18.3401 -9.9276 -6.9177 -0.258 -0.951 -0.342 0.051
O -16.9095 -8.7794 -8.2358 -0.310 -0.173 -0.425 0.112
H -19.1304 -7.6069 -9.1985 -0.022 0.021 0.435 0.141
H -20.1487 -8.9700 -8.7953 0.408 -0.489 0.163 0.113
H -18.1890 -8.0074 -6.8365 -0.360 0.214 -0.840 0.117
C -21.4394 -6.5281 -2.1539 0.161 0.373 1.017 -0.108
O -20.5598 -7.1171 -3.1106 -0.979 -0.567 -0.989 -0.214
P -21.0601 -7.2790 -4.6464 -0.840 0.729 3.118 0.407
O -20.0566 -8.0117 -5.3777 0.642 -0.407 -1.402 -0.191
O -21.3962 -5.7735 -5.0684 -0.081 -0.457 -0.192 -0.196
C -21.0467 -5.2841 -6.3811 -0.296 -1.239 -0.431 -0.061
O -22.4751 -8.0061 -4.4072 0.837 0.681 0.213 -0.219
C -23.2830 -8.3723 -5.5149 0.409 -0.350 -0.429 -0.082
H -22.4931 -6.6477 -2.3514 -0.263 -0.077 -0.606 0.076
H -21.1807 -5.4819 -2.1212 -0.189 0.481 0.152 0.081
H -21.3265 -6.9323 -1.1291 0.585 -0.167 -0.729 0.098
H -20.7414 -4.2679 -6.3493 0.199 0.863 0.467 0.081
H -21.8792 -5.3903 -7.0769 -0.158 0.007 0.211 0.082
H -20.2431 -5.8957 -6.7543 0.449 -0.068 -0.284 0.058
H -23.0842 -9.4120 -5.7506 0.152 -0.211 -0.181 0.092
H -23.0297 -7.7634 -6.3828 -0.367 0.014 -0.039 0.063
H -24.3227 -8.3162 -5.2338 -0.269 0.408 0.094 0.091
C -14.3328 -10.0407 -13.3670 0.003 0.090 -0.521 -0.074
O -14.8232 -10.6551 -14.5867 -0.221 -0.350 0.388 -0.219
P -15.5263 -12.0764 -14.3468 -0.697 -0.182 -0.354 0.356
O -14.7133 -13.1516 -13.7832 0.161 0.206 -0.029 -0.223
O -16.8509 -11.7938 -13.4987 -0.164 0.574 -0.343 -0.216
C -17.1872 -12.3576 -12.2271 1.385 0.058 0.194 -0.075
O -16.0936 -12.3953 -15.7918 0.255 0.431 -0.351 -0.216
C -16.7967 -11.4630 -16.6567 0.062 -0.939 0.464 -0.070
H -15.1269 -9.4305 -12.9557 -0.044 -0.063 0.359 0.082
H -13.4624 -9.4266 -13.5690 -0.042 0.131 -0.490 0.086
H -13.9844 -10.8200 -12.7180 -0.094 -0.310 0.715 0.078
H -17.9434 -13.1143 -12.2991 -0.476 -0.271 -0.366 0.083
H -17.4755 -11.5735 -11.5478 -0.321 0.432 -0.016 0.064
H -16.2908 -12.8008 -11.8060 0.102 -0.276 0.075 0.079
H -16.1492 -10.7200 -17.0991 0.431 0.028 0.023 0.080
H -17.5598 -10.9690 -16.0797 -0.421 0.209 0.127 0.077
H -17.2442 -12.0872 -17.4365 0.071 0.241 0.179 0.091
C -19.1860 -10.5254 -3.6812 0.230 -1.506 -0.169 -0.047
O -18.1557 -11.2205 -2.8911 -0.004 0.523 -0.021 -0.228
P -16.9555 -10.4712 -2.1985 0.838 0.464 0.631 0.421
O -15.9242 -11.3485 -1.5767 -1.286 0.968 -0.890 -0.245
O -16.4260 -9.4590 -3.3610 -0.406 -0.336 0.831 -0.234
C -15.0588 -9.0167 -3.3177 0.711 -1.627 -0.524 -0.097
O -17.6636 -9.4678 -1.1272 0.220 0.047 -1.115 -0.239
C -17.5695 -9.7742 0.2596 0.636 -1.239 -0.010 -0.112
H -19.8941 -11.3511 -3.9194 0.474 0.714 -0.060 0.103
H -18.7013 -10.1456 -4.5891 -0.465 0.133 0.393 0.060
H -19.7199 -9.7839 -3.0954 0.319 0.259 0.042 0.072
H -14.7152 -8.6850 -4.3027 -0.631 0.193 0.136 0.091
H -14.4379 -9.8836 -3.0899 0.049 -0.107 0.010 0.078
H -14.8219 -8.3130 -2.5539 -0.410 0.904 0.535 0.076
H -17.7276 -10.8599 0.3657 -0.203 0.458 0.422 0.091
H -18.2538 -9.1851 0.8618 -0.289 0.042 -0.383 0.083
H -16.5576 -9.5817 0.5955 0.213 0.110 0.156 0.081
C -17.2720 -5.7213 -5.0450 -0.201 -0.399 1.306 -0.010
C -17.2080 -5.1908 -6.4202 1.627 2.114 0.451 -0.511
C -16.4439 -3.8573 -6.6601 -1.236 -0.385 1.032 -0.005
O -17.7201 -5.7645 -7.3205 -1.127 -1.015 -1.951 0.075
H -16.2645 -6.0768 -4.7958 -0.129 -0.025 0.135 0.096
H -17.9764 -6.5671 -5.0074 0.321 0.265 0.045 0.070
H -17.5576 -4.9845 -4.2673 0.208 -0.228 -0.539 0.101
H -16.9054 -3.1801 -5.9081 0.081 0.150 -0.844 0.087
H -16.5163 -3.5287 -7.7015 -0.144 -0.006 0.402 0.083
H -15.4193 -3.8774 -6.3323 0.572 -0.416 -0.023 0.069
C -24.4478 -7.5985 -9.7837 0.173 1.172 -1.263 -0.020
C -23.2202 -8.2146 -9.2573 -0.790 -2.166 0.399 -0.516
C -23.1311 -9.7292 -9.5460 0.315 0.627 -0.743 -0.003
O -22.3573 -7.6431 -8.6636 1.039 0.838 0.534 0.061
H -24.1276 -7.5411 -10.8412 -0.660 0.025 -0.069 0.112
H -24.6662 -6.5711 -9.4964 0.260 -0.105 0.377 0.090
H -25.3326 -8.2046 -9.7260 -0.241 -0.437 0.023 0.083
H -23.7300 -9.9979 -10.4138 -0.054 0.082 -0.118 0.077
H -23.5235 -10.3232 -8.7353 0.020 -0.012 0.542 0.081
H -22.0987 -10.0078 -9.7633 -0.047 -0.036 0.257 0.077
C -16.4960 -12.8255 -7.9943 0.005 0.256 0.417 -0.007
C -15.5595 -12.8086 -6.7867 0.495 0.005 -0.965 -0.482
C -16.0634 -12.6134 -5.3880 0.857 -0.531 0.167 -0.010
O -14.3722 -12.9361 -6.9951 0.018 -0.035 0.191 0.061
H -17.0855 -11.9044 -8.0662 0.035 -0.113 0.220 0.060
H -17.1972 -13.6545 -7.8755 -0.014 -0.025 -0.221 0.083
H -15.8872 -12.9060 -8.9001 -0.188 -0.219 0.239 0.081
H -16.6587 -11.7305 -5.3472 -0.743 0.609 0.159 0.051
H -15.1776 -12.4808 -4.7546 -0.293 -0.037 -0.059 0.092
H -16.6134 -13.4821 -5.0176 -0.174 0.153 -0.141 0.096
```
Positions in Å, forces in eV/Å.

Its total charge is 0. As for the relative energy (zero: lowest compared OMol25 entry of this formula, charge and spin): 0.00 kcal/mol. The maximum force comes out at 3.31 eV Å⁻¹. The SMILES is O=C1OC[C@@H](F)O1.COP(=O)(OC)OC.COP(=O)(OC)OC.COP(=O)(OC)OC.CC(C)=O.CC(C)=O.CC(C)=O. The value obtained for the LUMO energy is 0.119 eV. The energy comes out at -3307.47005 hartree.